No. 1
ORCA calculation (ωB97M-V/def2-TZVPD) on a 8-piece molecular cluster, C48H94F2N4O12 overall.

- Structure (SMILES): CC1(C)CCCC(C)(C)N1O.CC1(C)CCCC(C)(C)N1O.CC1(C)CCCC(C)(C)N1O.CC1(C)CCCC(C)(C)N1O.O=C1OC[C@@H](F)O1.O=C1OC[C@@H](F)O1.CC(C)=O.CC(C)=O
- HOMO: -7.98 eV
- Total energy: -87262.126 eV

XYZ file:
```
160
Properties=species:S:1:pos:R:3:mulliken_charge:R:1
C 3.06 -2.92 -1.03 -2.315
C 3.67 -3.69 -2.20 2.534
C 3.31 -3.00 -3.51 -0.883
C 4.11 -3.47 -4.73 -1.085
C 5.64 -3.43 -4.49 -0.989
C 6.01 -4.12 -3.13 1.393
N 5.12 -3.58 -2.10 0.472
O 5.60 -3.86 -0.80 -0.501
C 5.92 -5.64 -3.28 -1.696
C 7.46 -3.75 -2.82 -1.993
C 3.05 -5.09 -2.15 -1.750
H 3.55 -1.96 -0.86 0.196
H 2.99 -3.51 -0.12 0.498
H 2.03 -2.61 -1.24 0.280
H 2.26 -3.16 -3.78 0.324
H 3.39 -1.92 -3.36 0.293
H 3.85 -2.79 -5.55 0.445
H 3.79 -4.46 -5.07 0.361
H 5.97 -2.39 -4.49 0.370
H 6.12 -4.02 -5.26 0.391
H 6.80 -6.08 -3.75 0.454
H 5.80 -6.10 -2.29 0.280
H 5.02 -5.96 -3.81 0.306
H 7.78 -4.06 -1.83 0.413
H 8.15 -4.14 -3.57 0.428
H 7.56 -2.66 -2.79 0.404
H 2.04 -5.13 -1.72 0.271
H 3.58 -5.79 -1.49 0.410
H 3.05 -5.64 -3.09 0.325
H 5.85 -2.99 -0.47 0.325
C 0.36 5.21 -2.24 -2.116
C -0.14 4.20 -3.25 1.871
C 0.32 4.68 -4.64 -1.464
C 0.04 3.69 -5.75 -0.676
C 0.71 2.36 -5.38 -1.506
C 0.26 1.77 -4.02 2.198
N 0.37 2.84 -3.00 0.009
O 0.00 2.42 -1.71 0.616
C -1.15 1.13 -4.11 -1.646
C 1.29 0.71 -3.66 -2.343
C -1.70 4.19 -3.27 -1.711
H 1.45 5.18 -2.23 0.454
H 0.08 4.99 -1.21 0.281
H 0.14 6.24 -2.53 0.423
H -0.19 5.62 -4.84 0.491
H 1.38 4.95 -4.67 0.357
H 0.40 4.04 -6.72 0.460
H -1.04 3.54 -5.86 0.269
H 1.79 2.52 -5.27 0.441
H 0.54 1.59 -6.13 0.451
H -1.03 0.04 -4.11 0.488
H -1.80 1.18 -3.24 0.071
H -1.69 1.39 -5.02 0.310
H 1.30 0.00 -4.49 0.713
H 2.26 1.17 -3.50 0.446
H 1.03 0.19 -2.73 0.057
H -2.08 4.38 -2.26 0.342
H -2.16 3.26 -3.60 0.341
H -2.09 4.96 -3.93 0.358
H -0.96 2.26 -1.74 -0.228
C -5.39 -2.71 3.28 -1.857
C -4.82 -1.30 3.21 1.849
C -5.96 -0.29 3.01 -1.011
C -6.75 -0.04 4.28 -0.916
C -5.90 0.18 5.48 -1.299
C -4.68 -0.75 5.69 1.712
N -4.02 -0.98 4.41 0.950
O -2.92 -1.85 4.55 -0.568
C -3.66 -0.01 6.57 -1.894
C -5.23 -2.02 6.36 -1.833
C -3.92 -1.24 1.99 -2.140
H -5.77 -3.02 2.30 0.454
H -6.17 -2.95 4.00 0.283
H -4.60 -3.46 3.40 0.380
H -5.54 0.62 2.55 0.399
H -6.64 -0.62 2.21 0.358
H -7.37 -0.93 4.42 0.340
H -7.46 0.79 4.17 0.418
H -6.55 0.16 6.37 0.415
H -5.57 1.23 5.50 0.435
H -3.14 0.74 5.98 0.169
H -4.08 0.52 7.42 0.457
H -2.94 -0.73 6.96 0.477
H -6.28 -2.30 6.23 0.296
H -4.73 -2.94 6.04 0.282
H -5.09 -1.86 7.44 0.533
H -4.40 -1.29 1.02 0.319
H -3.12 -1.98 1.96 0.506
H -3.45 -0.25 1.99 0.033
H -2.16 -1.25 4.44 0.361
C 3.09 1.11 -0.67 -2.026
C 3.41 1.78 0.67 1.868
C 4.84 2.30 0.52 -1.273
C 5.28 3.21 1.65 -0.785
C 4.32 4.44 1.66 -1.155
C 2.86 4.02 1.83 1.420
N 2.51 2.87 0.97 0.472
O 1.16 2.50 1.06 1.133
C 2.59 3.75 3.32 -2.073
C 1.96 5.19 1.39 -1.632
C 3.39 0.61 1.68 -1.507
H 3.72 0.28 -0.96 0.517
H 3.17 1.92 -1.41 0.476
H 2.04 0.82 -0.77 -0.211
H 5.47 1.41 0.42 0.503
H 4.97 2.90 -0.38 0.373
H 6.27 3.65 1.50 0.426
H 5.39 2.68 2.60 0.367
H 4.50 4.99 0.74 0.375
H 4.71 4.98 2.52 0.363
H 3.33 3.07 3.76 0.407
H 2.71 4.72 3.81 0.409
H 1.60 3.34 3.50 0.293
H 1.90 5.12 0.30 0.195
H 0.93 5.05 1.72 0.285
H 2.41 6.13 1.71 0.473
H 3.98 -0.26 1.36 0.448
H 2.40 0.24 1.93 -0.046
H 3.85 0.88 2.64 0.383
H 0.83 2.69 0.17 -0.141
C -0.72 -1.38 -1.02 -0.113
C -0.56 -1.68 0.47 0.902
O -0.49 -2.82 0.89 -0.788
C -0.62 -0.47 1.35 0.219
H -1.77 -1.53 -1.30 0.057
H -0.25 -2.15 -1.62 0.273
H -0.45 -0.35 -1.25 -0.559
H -0.50 -0.75 2.41 0.409
H -1.48 0.19 1.31 -0.208
H 0.22 0.20 1.13 -0.237
C -0.94 1.56 3.69 0.749
C -0.17 0.74 4.71 1.031
O -0.44 -0.39 5.02 -0.619
C 0.92 1.50 5.44 -1.071
H -1.58 0.89 3.11 -1.276
H -0.30 2.10 3.01 -0.185
H -1.56 2.23 4.28 0.738
H 1.60 1.97 4.73 -0.067
H 1.46 0.81 6.08 0.439
H 0.50 2.29 6.08 0.360
C -5.95 0.49 -1.49 -0.564
C -6.11 1.97 -1.79 0.296
O -4.77 2.39 -1.69 -0.394
C -4.00 1.47 -1.07 0.049
O -2.87 1.65 -0.74 -0.229
O -4.71 0.37 -0.84 0.086
F -6.85 2.63 -0.87 -0.292
H -5.96 -0.06 -2.44 0.309
H -6.78 0.10 -0.90 0.317
H -6.48 2.20 -2.78 0.307
C -3.07 -4.90 0.21 -0.177
C -2.08 -4.74 -0.91 0.750
O -2.68 -3.71 -1.63 -0.303
C -4.02 -3.68 -1.41 0.712
O -4.76 -2.99 -2.02 -0.557
O -4.32 -4.40 -0.31 -0.355
F -1.95 -5.91 -1.61 -0.383
H -2.75 -4.28 1.05 0.033
H -3.11 -5.90 0.63 0.389
H -1.15 -4.35 -0.50 -0.013
```


No. 2
ORCA calculation (ωB97M-V/def2-TZVPD) on a 11-piece molecular cluster, C48H95N3O21S3 overall.

- HOMO: -7.57 eV
- Total energy: -131275.456 eV

XYZ file:
```
170
Properties=species:S:1:pos:R:3:mulliken_charge:R:1
C -0.18 16.73 -16.81 -2.052
C 0.60 15.70 -16.01 1.567
C 0.36 14.38 -16.87 -1.583
C 1.42 13.28 -16.43 -0.843
C 2.82 13.84 -16.74 -0.844
C 3.15 15.08 -15.90 1.534
N 2.04 16.08 -15.89 0.782
O 2.33 17.38 -15.56 -0.468
C 3.32 14.61 -14.46 -1.889
C 4.47 15.63 -16.56 -0.576
C -0.07 15.51 -14.61 -1.771
H -0.44 17.70 -16.37 0.584
H -1.16 16.27 -16.97 0.432
H 0.20 17.10 -17.77 0.373
H -0.69 14.19 -16.65 0.638
H 0.46 14.44 -17.96 0.347
H 1.40 12.50 -17.19 0.478
H 1.21 12.81 -15.48 0.325
H 2.86 14.03 -17.82 0.382
H 3.52 13.04 -16.53 0.140
H 4.29 14.10 -14.41 0.188
H 3.30 15.42 -13.73 0.392
H 2.50 14.05 -14.01 0.375
H 5.02 16.32 -15.91 -0.289
H 5.19 14.83 -16.73 -0.136
H 4.33 16.10 -17.53 0.367
H -0.56 14.54 -14.58 0.350
H -0.84 16.23 -14.32 0.442
H 0.67 15.55 -13.80 0.293
H 1.66 17.81 -16.09 0.363
C 3.85 5.66 -16.39 -2.046
C 4.42 6.69 -17.23 1.237
C 3.28 7.23 -18.10 -0.883
C 2.43 8.23 -17.22 -1.298
C 3.29 9.37 -16.63 -1.068
C 4.48 8.82 -15.78 2.238
N 5.22 7.78 -16.53 1.245
O 6.29 7.31 -15.83 -0.563
C 5.39 10.02 -15.51 -1.730
C 3.89 8.26 -14.45 -1.940
C 5.40 5.92 -18.22 -1.747
H 3.26 4.93 -16.95 0.499
H 3.14 5.93 -15.61 0.324
H 4.56 5.06 -15.82 0.375
H 3.53 7.95 -18.87 0.046
H 2.50 6.53 -18.38 0.596
H 1.94 7.63 -16.45 0.431
H 1.49 8.58 -17.66 0.482
H 2.66 9.76 -15.84 0.481
H 3.64 10.08 -17.38 0.163
H 5.79 10.42 -16.44 0.210
H 4.71 10.81 -15.20 0.143
H 6.26 9.90 -14.87 0.381
H 2.99 7.66 -14.53 0.353
H 4.67 7.82 -13.83 0.194
H 3.45 9.07 -13.86 0.565
H 5.19 4.93 -18.63 0.395
H 6.42 5.74 -17.89 0.407
H 5.51 6.45 -19.16 0.260
H 7.02 7.80 -16.21 0.321
C 6.21 8.56 -23.03 -1.714
C 7.49 9.44 -22.99 1.403
C 7.09 10.74 -23.74 -1.227
C 6.27 11.74 -22.91 -1.255
C 6.88 11.90 -21.45 -1.028
C 7.31 10.61 -20.75 2.041
N 7.96 9.59 -21.66 0.735
O 8.43 8.42 -21.08 -0.458
C 8.23 11.11 -19.66 -1.880
C 6.10 9.84 -20.01 -2.208
C 8.61 8.72 -23.78 -1.878
H 6.07 8.04 -23.98 0.483
H 5.34 9.14 -22.70 0.314
H 6.23 7.64 -22.45 0.305
H 7.99 11.31 -24.00 0.409
H 6.53 10.56 -24.65 0.493
H 5.31 11.29 -22.63 0.400
H 5.92 12.65 -23.40 0.417
H 6.20 12.46 -20.81 0.740
H 7.74 12.55 -21.62 -0.113
H 9.14 11.52 -20.10 0.548
H 7.79 11.94 -19.11 -0.131
H 8.65 10.37 -18.98 0.503
H 5.22 9.75 -20.64 0.394
H 6.40 8.91 -19.53 0.544
H 5.80 10.47 -19.17 0.231
H 8.58 7.68 -23.47 0.422
H 9.57 9.08 -23.43 0.373
H 8.54 8.73 -24.87 0.386
H 9.38 8.56 -21.04 0.349
C 6.41 7.42 -11.62 -1.013
S 5.49 9.01 -11.43 0.580
O 5.13 8.99 -9.93 -0.691
C 6.93 10.24 -11.63 -0.932
H 5.79 6.54 -11.78 0.370
H 7.06 7.25 -10.77 0.428
H 7.14 7.48 -12.43 0.238
H 7.49 10.16 -12.56 0.116
H 7.73 10.08 -10.90 0.456
H 6.59 11.27 -11.65 0.399
C 10.49 18.17 -17.73 -0.517
S 11.84 17.02 -17.13 0.493
O 13.07 17.97 -16.87 -0.695
C 11.00 16.68 -15.52 -0.622
H 10.46 18.31 -18.81 0.406
H 10.31 19.11 -17.21 0.359
H 9.68 17.46 -17.60 -0.173
H 10.03 16.21 -15.68 -0.155
H 10.90 17.51 -14.82 0.370
H 11.52 16.06 -14.78 0.528
C 10.01 12.26 -15.97 -0.222
S 8.45 11.71 -15.19 0.841
O 8.55 12.24 -13.77 -0.730
C 7.26 12.92 -15.97 -0.259
H 10.87 11.73 -15.54 0.122
H 10.06 13.32 -15.73 0.023
H 9.94 12.18 -17.06 -0.071
H 7.69 13.91 -15.80 0.520
H 6.31 12.85 -15.45 -0.099
H 7.20 12.54 -16.99 -0.180
C 9.40 14.77 -20.66 1.037
C 10.69 14.69 -21.40 -0.620
O 11.46 13.88 -20.61 -0.358
C 11.10 13.88 -19.39 0.299
O 11.83 13.55 -18.44 -0.607
O 9.79 14.52 -19.34 0.437
H 8.60 14.09 -20.97 -0.673
H 9.09 15.81 -20.77 0.185
H 11.21 15.64 -21.51 0.299
H 10.55 14.37 -22.43 0.377
C 12.90 8.21 -12.55 -0.331
C 11.45 8.37 -12.97 0.066
O 11.50 8.89 -14.29 -0.214
C 12.64 9.49 -14.44 0.668
O 12.96 10.09 -15.58 -0.651
O 13.44 9.24 -13.43 -0.313
H 13.29 7.23 -12.79 0.273
H 13.11 8.31 -11.49 0.336
H 10.93 8.93 -12.19 -0.120
H 10.89 7.45 -12.83 0.373
C 7.12 17.14 -14.02 -0.172
C 5.76 17.92 -13.99 0.031
O 5.86 18.54 -15.21 -0.367
C 7.00 18.18 -15.90 0.491
O 7.06 18.41 -17.11 -0.549
O 7.82 17.55 -15.10 -0.102
H 7.03 16.06 -14.15 0.053
H 7.72 17.34 -13.13 0.380
H 5.67 18.57 -13.12 0.380
H 4.98 17.19 -13.78 -0.186
C 10.50 11.55 -10.82 0.231
C 9.91 12.79 -10.38 -0.031
O 11.06 13.62 -10.47 -0.400
C 12.14 13.00 -10.82 0.664
O 13.31 13.37 -10.57 -0.635
O 11.73 11.93 -11.37 -0.316
H 10.01 11.07 -11.67 -0.162
H 10.43 10.86 -9.98 0.236
H 9.47 12.63 -9.40 0.296
H 9.12 13.15 -11.04 0.104
C 5.73 17.51 -20.15 -0.386
C 4.51 16.55 -20.62 -0.427
O 5.00 15.41 -19.86 -0.215
C 6.26 15.52 -19.37 0.297
O 6.78 14.73 -18.61 -0.177
O 6.77 16.65 -19.82 -0.201
H 5.62 18.04 -19.21 0.189
H 6.08 18.22 -20.91 0.388
H 4.59 16.50 -21.71 0.372
H 3.48 16.82 -20.40 0.291
```


No. 3
ORCA calculation (ωB97M-V/def2-TZVPD) on a 8-piece molecular cluster, C48H96BrClFNO17PS overall.

- Net charge: +1
- HOMO: -11.32 eV
- Total energy: -193028.706 eV

XYZ file:
```
167
Properties=species:S:1:pos:R:3:mulliken_charge:R:1
C -1.24 5.98 0.27 -0.635
C 0.20 5.70 0.76 -0.665
C 0.91 4.55 0.01 -0.158
C 0.61 4.53 -1.51 0.056
C 1.75 3.90 -2.32 -1.310
C 1.58 2.41 -2.60 -0.129
C 0.58 2.15 -3.72 -0.399
C 0.48 0.65 -4.04 -1.041
C -0.53 -0.10 -3.13 0.996
C -1.92 0.02 -3.77 -0.815
C -3.15 -0.38 -2.95 -1.206
C -3.09 -0.16 -1.42 -0.484
C -2.82 -1.51 -0.72 -0.445
C -2.16 -1.38 0.65 0.083
O -2.54 -0.15 1.23 -0.392
C -1.86 0.20 2.42 -0.371
S -3.14 0.63 3.66 1.472
O -3.20 -0.33 4.71 -0.563
O -3.02 2.01 3.98 -0.630
F -4.43 0.47 2.85 -0.181
C -0.89 -0.85 2.95 -0.712
P -0.05 -0.39 4.57 -0.136
C 1.51 -1.37 4.47 -0.940
C 0.41 1.40 4.51 0.042
C 1.57 1.61 5.51 -1.240
N 0.07 -1.17 1.81 0.250
Cl 1.28 0.06 1.55 0.155
C -0.65 -1.45 0.49 0.069
Br -0.07 -3.21 -0.05 -0.056
H -1.86 6.29 1.11 0.387
H -1.20 6.76 -0.48 -0.120
H -1.68 5.08 -0.14 0.266
H 0.80 6.60 0.73 0.305
H 0.14 5.41 1.81 0.396
H 1.98 4.68 0.11 0.417
H 0.57 3.61 0.45 -0.251
H -0.32 3.98 -1.68 0.191
H 0.42 5.56 -1.82 0.157
H 1.85 4.43 -3.27 0.391
H 2.68 4.07 -1.78 0.502
H 2.55 2.03 -2.93 0.475
H 1.32 1.89 -1.67 -0.326
H 0.87 2.72 -4.59 0.681
H -0.40 2.49 -3.39 0.075
H 0.10 0.58 -5.06 0.111
H 1.47 0.21 -3.96 0.529
H -0.47 0.35 -2.13 -0.726
H -0.22 -1.13 -3.10 0.193
H -2.02 1.01 -4.20 0.504
H -1.91 -0.67 -4.62 0.197
H -3.99 0.21 -3.33 0.405
H -3.40 -1.42 -3.10 0.446
H -2.40 0.63 -1.12 0.470
H -4.08 0.18 -1.11 0.386
H -3.78 -1.99 -0.55 0.474
H -2.26 -2.17 -1.37 -0.023
H -2.49 -2.22 1.27 0.320
H -1.30 1.12 2.23 0.221
H -1.39 -1.79 3.17 0.560
H 2.29 -0.83 3.93 0.075
H 1.85 -1.61 5.47 0.473
H 1.33 -2.33 3.97 0.538
H -0.47 1.93 4.86 0.388
H 0.63 1.78 3.52 0.074
H 2.51 1.75 4.97 0.254
H 1.35 2.48 6.13 0.409
H 1.66 0.76 6.18 0.322
H 0.59 -2.01 2.08 0.507
H -0.35 -0.69 -0.22 -0.182
O 4.33 -0.17 3.93 -0.529
C 5.14 -0.66 3.17 0.684
O 6.43 -0.45 3.38 -0.368
C 7.48 -1.11 2.64 -0.681
C 7.80 -0.39 1.35 -0.693
C 4.70 -1.44 1.94 -0.741
H 7.23 -2.16 2.49 0.396
H 8.34 -1.09 3.30 0.334
H 6.94 -0.38 0.67 0.223
H 8.62 -0.87 0.84 0.342
H 8.06 0.65 1.55 0.305
H 4.48 -0.73 1.14 0.182
H 3.80 -2.00 2.19 0.167
H 5.44 -2.16 1.58 0.368
O 1.00 2.31 -6.69 -0.566
C 1.59 1.54 -7.40 0.874
O 2.92 1.41 -7.24 -0.352
C 3.70 0.42 -7.92 -0.406
C 4.12 0.87 -9.30 -0.985
C 0.89 0.78 -8.50 -1.205
H 3.18 -0.54 -7.93 0.342
H 4.59 0.28 -7.30 0.323
H 3.25 1.03 -9.95 0.281
H 4.76 0.12 -9.77 0.361
H 4.66 1.81 -9.24 0.305
H 0.81 1.42 -9.37 0.310
H -0.11 0.53 -8.15 0.319
H 1.38 -0.15 -8.78 0.383
O -1.30 -3.93 -3.05 -0.529
C -1.50 -5.12 -3.00 0.876
O -2.66 -5.60 -3.45 -0.374
C -2.94 -7.00 -3.59 -0.424
C -3.44 -7.61 -2.30 -0.977
C -0.50 -6.06 -2.37 -1.159
H -2.08 -7.53 -3.99 0.383
H -3.72 -7.06 -4.35 0.316
H -2.69 -7.56 -1.51 0.265
H -3.71 -8.66 -2.45 0.368
H -4.32 -7.07 -1.95 0.298
H -0.65 -6.06 -1.29 0.231
H 0.50 -5.70 -2.59 0.355
H -0.55 -7.09 -2.73 0.364
O -8.41 -4.82 7.16 -0.543
C -7.76 -3.83 6.94 0.757
O -8.37 -2.74 6.43 -0.356
C -7.70 -1.48 6.30 -0.642
C -6.89 -1.42 5.02 -0.642
C -6.26 -3.82 7.14 -0.890
H -7.10 -1.27 7.18 0.385
H -8.50 -0.74 6.27 0.344
H -6.09 -2.16 5.02 0.213
H -6.43 -0.43 4.91 0.235
H -7.52 -1.61 4.16 0.333
H -5.78 -4.26 6.27 0.134
H -6.03 -4.43 8.01 0.324
H -5.84 -2.83 7.32 0.360
O -0.91 8.01 -2.37 -0.582
C -1.55 9.02 -2.27 0.847
O -1.51 9.70 -1.11 -0.389
C -2.09 11.00 -0.94 -0.414
C -3.56 10.91 -0.59 -1.008
C -2.44 9.50 -3.39 -1.114
H -1.90 11.63 -1.81 0.389
H -1.54 11.44 -0.11 0.334
H -4.14 10.45 -1.40 0.268
H -3.97 11.91 -0.40 0.380
H -3.70 10.30 0.30 0.298
H -3.39 8.98 -3.33 0.260
H -1.97 9.26 -4.34 0.336
H -2.63 10.58 -3.39 0.339
O 8.73 -0.71 -1.59 -0.574
C 9.34 0.18 -2.11 0.823
O 10.57 0.47 -1.64 -0.366
C 11.46 1.40 -2.27 -0.426
C 11.18 2.83 -1.85 -0.966
C 8.75 1.02 -3.21 -1.035
H 11.43 1.28 -3.36 0.385
H 12.45 1.11 -1.95 0.318
H 10.18 3.15 -2.14 0.272
H 11.91 3.51 -2.30 0.366
H 11.24 2.92 -0.76 0.296
H 8.13 1.79 -2.77 0.260
H 8.12 0.38 -3.83 0.313
H 9.48 1.49 -3.87 0.333
O -2.45 -8.52 5.89 -0.575
C -3.64 -8.61 5.69 0.706
O -4.37 -7.49 5.61 -0.369
C -5.75 -7.47 5.20 -0.445
C -6.70 -7.74 6.35 -0.874
C -4.32 -9.96 5.61 -0.881
H -5.91 -8.15 4.36 0.384
H -5.91 -6.46 4.83 0.276
H -6.56 -8.74 6.76 0.337
H -7.73 -7.65 6.01 0.340
H -6.54 -7.03 7.16 0.220
H -4.53 -10.31 6.62 0.246
H -3.64 -10.66 5.13 0.307
H -5.25 -9.96 5.04 0.315
```